# 1
C3H8NPS in the gas phase, computed with ωB97M-V with the def2-TZVPD basis set.

ORCA input file:
```
! RIJCOSX wB97M-V def2-TZVPD def2/J DEFGRID3
* xyz 0 1
C 0.42 -0.07 1.86
C 1.05 1.22 1.14
C -1.74 0.34 -2.63
N 0.89 -0.21 3.16
P -0.28 -0.23 -1.59
S 0.06 1.50 -0.39
H -0.64 0.14 1.64
H 0.80 -1.00 1.19
H 0.90 2.15 1.66
H 2.14 1.27 0.84
H -1.83 -0.32 -3.48
H -1.71 1.40 -3.06
H -2.56 0.26 -1.93
H 0.19 0.11 3.83
*
```

Output
Relative energy (zero: lowest compared OMol25 entry of this formula, charge and spin), kJ/mol: 288.3
Molecular weight, g/mol: 121.14

Atom charges from the Löwdin analysis, given in e for atoms 1 to 5: atom 1 (C): -0.435, atom 2 (C): -0.520, atom 3 (C): -0.468, atom 4 (N): 0.079, atom 5 (P): 0.502

# 2
2 unconnected molecules or ions with the total composition C3H8NPS2, computed with ωB97M-V with the def2-TZVPD basis set.

ORCA input file:
```
! RIJCOSX wB97M-V def2-TZVPD def2/J DEFGRID3
* xyz 0 1
C 1.29 -0.24 -0.88
P -0.37 0.10 -0.14
C 0.14 0.20 1.64
S -0.51 2.17 -0.56
H 2.05 0.44 -0.49
H 1.56 -1.27 -0.66
H 1.22 -0.11 -1.96
H -0.69 0.57 2.23
H 0.40 -0.80 1.98
H 1.00 0.87 1.76
H -1.70 2.09 -1.13
N -3.74 -1.05 -1.18
C -4.41 -0.46 -0.39
S -5.43 0.36 0.44
H -2.87 -1.53 -1.27
*
```

Output
Relative energy (zero: lowest compared OMol25 entry of this formula, charge and spin), kJ/mol: 0.0
Molecular weight, g/mol: 153.21

Atom charges from the Löwdin analysis, given in e for atoms 1 to 5: atom 1 (C): -0.382, atom 2 (P): 0.496, atom 3 (C): -0.377, atom 4 (S): 0.385, atom 5 (H): 0.030

# 3
2 unconnected molecules or ions with the total composition C3H8NS, computed with ωB97M-V with the def2-TZVPD basis set.

ORCA input file:
```
! RIJCOSX wB97M-V def2-TZVPD def2/J DEFGRID3
* xyz -1 1
C -0.24 -1.74 1.49
S -0.16 0.02 1.97
H -1.13 -1.96 0.91
H -0.24 -2.41 2.35
H 0.63 -2.04 0.91
C 0.68 -0.39 -1.71
C 0.05 1.81 -1.84
N 0.07 0.71 -2.45
H 1.70 -0.14 -1.41
H 0.13 -0.64 -0.80
H 0.74 -1.29 -2.32
H -0.39 2.66 -2.37
H 0.44 1.89 -0.82
*
```

Output
Relative energy (zero: lowest compared OMol25 entry of this formula, charge and spin), kJ/mol: 124.3
Molecular weight, g/mol: 90.17

Atom charges from the Löwdin analysis, given in e for atoms 1 to 5: atom 1 (C): -0.775, atom 2 (S): -0.023, atom 3 (H): -0.021, atom 4 (H): -0.026, atom 5 (H): -0.027

# 4
2 unconnected molecules or ions with the total composition C3H8NS, computed with ωB97M-V with the def2-TZVPD basis set.

ORCA input file:
```
! RIJCOSX wB97M-V def2-TZVPD def2/J DEFGRID3
* xyz -2 2
N 0.42 -0.21 -1.48
C -0.37 -0.72 -0.35
C -2.10 0.52 1.01
C -0.87 0.40 0.52
H 0.66 -0.98 -2.08
H 1.32 0.16 -1.15
H 0.22 -1.41 0.27
H -1.24 -1.26 -0.74
H -2.36 1.39 1.60
H -2.85 -0.24 0.84
H -0.09 1.13 0.73
S 2.99 0.49 0.58
H 4.27 0.73 0.25
*
```

Output
Relative energy (zero: lowest compared OMol25 entry of this formula, charge and spin), kJ/mol: 17.3
Molecular weight, g/mol: 90.17

Atom charges from the Löwdin analysis, given in e for atoms 1 to 5: atom 1 (N): -0.058, atom 2 (C): -0.383, atom 3 (C): -0.512, atom 4 (C): -0.235, atom 5 (H): 0.027

# 5
2 unconnected molecules or ions with the total composition C3H8NS, computed with ωB97M-V with the def2-TZVPD basis set.

ORCA input file:
```
! RIJCOSX wB97M-V def2-TZVPD def2/J DEFGRID3
* xyz 0 2
C 0.50 2.23 -1.13
S 1.66 0.92 -1.44
H -0.32 2.10 -0.43
H 0.33 2.69 -2.10
H 1.10 3.06 -0.70
C 0.02 -1.88 1.56
C -1.11 -0.80 -0.20
N -1.20 -1.33 0.93
H 0.21 -2.84 1.07
H 0.89 -1.31 1.23
H -0.13 -1.82 2.63
H -1.59 0.14 -0.50
H -0.36 -1.16 -0.93
*
```

Output
Relative energy (zero: lowest compared OMol25 entry of this formula, charge and spin), kJ/mol: 180.8
Molecular weight, g/mol: 90.17

Atom charges from the Löwdin analysis, given in e for atoms 1 to 5: atom 1 (C): -0.571, atom 2 (S): 0.562, atom 3 (H): 0.016, atom 4 (H): 0.019, atom 5 (H): 0.030

# 6
A gas-phase ion, C3H8NS2 (charge +1), computed with ωB97M-V with the def2-TZVPD basis set.

ORCA input file:
```
! RIJCOSX wB97M-V def2-TZVPD def2/J DEFGRID3
* xyz 1 1
C -0.39 0.03 1.80
C 0.15 0.58 0.74
S 0.29 2.30 0.33
N 1.06 -0.25 -0.35
C 0.20 -0.28 -1.60
S -1.03 -1.67 -1.38
H -1.18 0.47 2.38
H -0.41 -1.02 2.07
H -0.65 2.56 1.29
H 2.09 0.07 -0.54
H 1.34 -1.20 0.07
H 0.79 -0.77 -2.40
H -0.35 0.54 -2.00
H -1.89 -1.36 -0.42
*
```

Output
Relative energy (zero: lowest compared OMol25 entry of this formula, charge and spin), kJ/mol: 222.3
Molecular weight, g/mol: 122.24

Atom charges from the Löwdin analysis, given in e for atoms 1 to 5: atom 1 (C): 0.016, atom 2 (C): -0.645, atom 3 (S): 0.847, atom 4 (N): -0.027, atom 5 (C): -0.453

# 7
A molecular structure, C3H8NS3, computed with ωB97M-V with the def2-TZVPD basis set.

ORCA input file:
```
! RIJCOSX wB97M-V def2-TZVPD def2/J DEFGRID3
* xyz 1 3
C 0.09 -0.93 0.03
C 0.00 0.05 -1.18
C 0.85 2.23 -0.08
N -1.14 -1.02 0.67
S -0.54 1.63 -0.72
S -1.89 0.40 1.26
S -2.36 -1.92 -0.28
H 0.46 -1.91 -0.39
H 0.83 -0.59 0.69
H 0.96 0.16 -1.74
H -0.75 -0.18 -1.96
H 0.73 3.15 0.33
H 1.79 1.83 -0.09
H -1.49 0.14 2.47
H -2.55 -3.09 0.36
*
```

Output
Relative energy (zero: lowest compared OMol25 entry of this formula, charge and spin), kJ/mol: 0.0
Molecular weight, g/mol: 154.31

Atom charges from the Löwdin analysis, given in e for atoms 1 to 5: atom 1 (C): -0.367, atom 2 (C): -0.477, atom 3 (C): -0.272, atom 4 (N): -0.810, atom 5 (S): 0.902

# 8
C3H8O in the gas phase, computed with ωB97M-V with the def2-TZVPD basis set.

ORCA input file:
```
! RIJCOSX wB97M-V def2-TZVPD def2/J DEFGRID3
* xyz 0 1
C -1.61 0.10 -0.04
C -0.20 -0.53 -0.24
C 0.99 0.39 0.15
O 2.31 -0.04 -0.29
H -1.91 0.24 1.01
H -2.40 -0.52 -0.49
H -1.66 1.08 -0.53
H -0.19 -1.47 0.35
H -0.03 -0.79 -1.28
H 0.80 0.32 1.21
H 0.91 1.42 -0.27
H 2.93 -0.25 0.43
*
```

Output
Relative energy (zero: lowest compared OMol25 entry of this formula, charge and spin), kJ/mol: 62.7
Molecular weight, g/mol: 60.10

Atom charges from the Löwdin analysis, given in e for atoms 1 to 5: atom 1 (C): -0.115, atom 2 (C): -0.251, atom 3 (C): -0.260, atom 4 (O): -0.092, atom 5 (H): 0.070